# 1
# H28O14

A cluster of 14 separate species, H28O14 in total (wB97M-V/def2-TZVPD, the Open Molecules 2025 dataset).

Geometry as XYZ:
```
42
Properties=species:S:1:pos:R:3:nbo_charge:R:1
O -1.508 4.693 2.774 -0.939
H -0.858 5.336 3.060 0.471
H -1.360 3.936 3.341 0.468
O -4.025 3.513 -0.691 -0.940
H -3.394 3.880 -0.071 0.470
H -3.516 2.892 -1.212 0.469
O -4.025 -1.968 -1.712 -0.941
H -3.294 -1.553 -2.170 0.469
H -4.271 -1.339 -1.034 0.472
O 1.726 -4.076 -2.215 -0.946
H 1.018 -4.707 -2.344 0.471
H 2.010 -4.215 -1.312 0.475
O -4.536 -0.087 2.365 -0.939
H -5.223 0.533 2.612 0.472
H -4.727 -0.873 2.876 0.467
O 2.255 -4.703 2.461 -0.939
H 1.861 -3.835 2.546 0.471
H 1.771 -5.248 3.082 0.468
O 3.864 2.376 -2.797 -0.941
H 3.435 3.232 -2.770 0.470
H 3.726 2.068 -3.693 0.471
O 0.129 -1.252 3.767 -0.945
H -0.536 -1.367 4.446 0.472
H 0.861 -0.830 4.217 0.473
O -1.730 1.668 -4.034 -0.945
H -1.363 0.995 -4.606 0.475
H -1.189 1.634 -3.245 0.470
O -2.413 -4.829 1.805 -0.934
H -2.029 -4.514 2.623 0.462
H -2.115 -4.205 1.144 0.472
O 1.073 -1.373 -5.503 -0.944
H 1.941 -1.231 -5.881 0.467
H 1.229 -1.939 -4.748 0.477
O 0.312 0.267 -0.503 -0.946
H 0.096 0.001 0.390 0.473
H 1.247 0.082 -0.590 0.473
O 5.308 0.663 1.259 -0.942
H 5.093 0.963 0.376 0.473
H 6.069 1.186 1.511 0.469
O 2.682 4.901 1.651 -0.937
H 2.239 4.093 1.910 0.468
H 2.165 5.234 0.918 0.468
```

Summary:
Total energy = -29118.7471 eV
Total charge = 0
E_LUMO = -0.357 eV
Kohn-Sham gap = 10.86 eV

***

# 2
# C34H94N6O11

A cluster of 11 separate species, C34H94N6O11 in total at a distorted geometry (wB97M-V/def2-TZVPD, the Open Molecules 2025 dataset).

Geometry as XYZ:
```
145
Properties=species:S:1:pos:R:3:mulliken_charge:R:1
C 5.383 -4.108 5.404 -1.954
C 4.365 -2.981 5.502 1.726
C 4.065 -2.643 6.962 -1.744
C 4.876 -1.761 4.744 -1.121
C 3.817 -0.778 4.339 -1.073
C 2.776 -1.398 3.473 0.343
C 2.117 -2.624 4.152 1.543
C 0.990 -2.055 5.092 -1.752
C 1.442 -3.415 3.055 -1.617
N 3.112 -3.440 4.850 0.301
O 2.486 -4.572 5.399 -0.453
H 5.136 -5.068 5.863 0.343
H 6.283 -3.792 5.942 0.395
H 5.624 -4.368 4.373 0.428
H 3.459 -1.733 7.014 0.331
H 4.978 -2.387 7.506 0.458
H 3.529 -3.437 7.479 0.388
H 5.543 -1.244 5.446 0.441
H 5.535 -1.971 3.896 0.245
H 4.186 0.118 3.824 0.448
H 3.439 -0.310 5.259 0.326
H 3.228 -1.766 2.546 -0.411
H 2.122 -0.569 3.187 0.076
H 0.046 -1.983 4.561 0.437
H 0.799 -2.757 5.915 0.346
H 1.300 -1.169 5.649 0.350
H 0.658 -2.863 2.529 0.230
H 2.153 -3.609 2.242 0.354
H 1.029 -4.377 3.357 0.370
H 2.070 -4.258 6.220 0.334
C -1.409 -5.446 -2.810 -0.741
O -2.338 -4.458 -2.333 -0.508
C -1.878 -3.138 -2.421 0.135
C -1.893 -2.587 -3.850 0.728
C -1.804 -1.068 -3.942 -0.704
N -3.124 -2.999 -4.562 -0.693
H -1.386 -5.475 -3.897 0.276
H -1.825 -6.389 -2.458 0.291
H -0.496 -5.259 -2.246 0.328
H -2.494 -2.460 -1.821 -0.182
H -0.873 -3.060 -1.986 0.297
H -1.090 -3.010 -4.455 -0.035
H -1.695 -0.826 -5.001 0.432
H -1.001 -0.533 -3.433 -0.172
H -2.750 -0.646 -3.604 -0.241
H -3.911 -2.367 -4.447 0.261
H -3.444 -3.849 -4.099 0.341
C -8.554 0.618 2.130 -0.822
O -7.652 1.543 1.524 -0.237
C -7.941 1.874 0.200 -0.667
C -6.826 2.893 -0.216 0.405
C -7.263 3.565 -1.496 -1.672
N -5.532 2.194 -0.349 -0.188
H -9.542 1.070 2.204 0.294
H -8.075 0.163 2.991 0.267
H -8.632 -0.220 1.417 0.322
H -7.954 1.028 -0.499 0.284
H -8.904 2.381 0.042 0.417
H -6.694 3.654 0.554 0.409
H -7.535 2.781 -2.219 0.259
H -6.479 4.130 -1.999 0.359
H -8.189 4.113 -1.325 0.458
H -5.717 1.350 -0.908 -0.038
H -5.510 1.736 0.569 0.115
C 2.144 0.023 -0.085 -0.580
O 1.016 0.686 0.405 -0.336
C -0.185 0.043 0.049 -0.045
C -1.352 0.796 0.648 0.012
C -2.722 0.176 0.404 -1.012
N -1.405 2.181 0.187 0.794
H 3.037 0.528 0.271 0.430
H 2.237 -0.124 -1.169 -0.184
H 2.143 -1.004 0.309 0.280
H -0.334 0.070 -1.044 -1.002
H -0.168 -1.009 0.356 0.889
H -1.157 0.682 1.724 0.174
H -2.828 0.192 -0.688 0.003
H -3.451 0.733 0.982 0.330
H -2.816 -0.888 0.638 0.600
H -0.499 2.610 0.005 0.245
H -1.801 2.075 -0.751 -0.733
C 5.408 -0.867 0.481 -0.768
O 5.723 -1.092 -0.885 -0.364
C 6.884 -0.416 -1.318 -0.956
C 7.170 -0.764 -2.781 1.129
C 7.567 -2.190 -3.119 -1.596
N 8.160 0.192 -3.276 -0.667
H 5.115 0.174 0.623 0.328
H 6.189 -1.117 1.207 0.499
H 4.599 -1.587 0.587 0.143
H 6.831 0.670 -1.192 0.323
H 7.695 -0.791 -0.680 0.403
H 6.260 -0.601 -3.375 0.009
H 8.605 -2.422 -2.865 0.387
H 7.547 -2.269 -4.211 0.396
H 6.916 -2.970 -2.731 0.321
H 8.548 -0.050 -4.169 0.211
H 7.928 1.152 -3.099 0.204
C -0.435 2.557 -2.744 0.037
O 0.265 3.223 -1.717 -0.072
C -0.444 4.307 -1.123 -1.384
C 0.383 4.828 0.031 1.301
C 0.443 3.784 1.141 -1.348
N -0.205 6.056 0.534 -0.766
H 0.322 2.005 -3.309 0.078
H -0.917 3.270 -3.417 0.599
H -1.122 1.787 -2.380 -0.660
H -0.461 5.067 -1.917 0.676
H -1.454 4.059 -0.786 0.176
H 1.383 5.014 -0.390 0.219
H 1.165 3.025 0.807 -0.087
H -0.539 3.385 1.375 0.512
H 1.049 4.094 1.999 0.650
H 0.339 6.438 1.299 0.274
H -0.162 6.776 -0.184 0.263
C 1.950 -0.794 -3.803 0.087
O 1.382 -1.937 -4.423 -0.454
H 2.946 -0.985 -3.387 0.314
H 2.089 0.017 -4.525 0.331
H 1.309 -0.450 -2.994 -0.539
H 1.833 -2.043 -5.265 0.292
C -3.673 3.731 2.639 -0.709
O -2.352 3.247 2.818 -0.636
H -4.430 2.986 2.370 0.136
H -3.999 4.092 3.619 0.351
H -3.591 4.579 1.953 0.237
H -1.939 3.100 1.952 0.177
C 3.221 2.505 -1.842 -0.036
O 4.491 1.903 -1.641 -0.468
H 3.165 3.563 -1.607 0.351
H 2.807 2.339 -2.843 0.229
H 2.456 2.030 -1.214 -0.187
H 4.390 0.992 -1.937 0.176
C -3.542 1.897 -3.736 -0.462
O -3.360 2.522 -2.462 -0.271
H -4.010 0.948 -3.442 0.028
H -4.162 2.514 -4.387 0.348
H -2.603 1.565 -4.173 0.243
H -4.212 2.507 -1.999 0.294
C -5.728 -1.421 -1.622 -0.395
O -6.107 -0.178 -2.147 -0.473
H -4.743 -1.321 -1.156 -0.027
H -6.431 -1.977 -0.995 0.315
H -5.495 -2.173 -2.394 0.270
H -6.411 -0.240 -3.054 0.274
```

Summary:
SMILES = CC1(C)CCCC(C)(C)N1O.COC[C@H](C)N.COC[C@H](C)N.COC[C@H](C)N.COC[C@H](C)N.COC[C@H](C)N.CO.CO.CO.CO.CO
Total energy = -68237.0540 eV
Total charge = 0
E_LUMO = 0.331 eV
Kohn-Sham gap = 8.38 eV

***

# 3
# C15H18N4O3

An isolated molecule of C15H18N4O3 at a distorted geometry (wB97M-V/def2-TZVPD, the Open Molecules 2025 dataset).

Geometry as XYZ:
```
40
Properties=species:S:1:pos:R:3:nbo_charge:R:1
N -2.952 2.975 -0.781 -0.831
C -2.479 1.656 -0.181 -0.122
C -2.972 0.429 -1.113 -0.432
C -3.749 -0.645 -0.272 0.097
C -4.939 -1.300 -0.426 -0.103
N -4.954 -2.226 0.579 -0.506
C -3.754 -2.183 1.267 0.164
N -3.025 -1.197 0.760 -0.523
C -0.990 1.571 0.145 0.681
O -0.257 2.407 -0.440 -0.689
N -0.566 0.461 0.731 -0.601
C 0.778 0.073 0.809 -0.161
C 1.515 0.010 -0.447 -0.443
C 2.912 -0.442 -0.426 -0.052
C 3.957 0.463 -0.338 -0.196
C 5.296 0.020 -0.325 -0.196
C 5.514 -1.359 -0.428 -0.225
C 4.422 -2.223 -0.577 -0.202
C 3.085 -1.802 -0.522 -0.205
C 1.570 1.006 1.732 0.782
O 2.143 0.607 2.735 -0.587
O 1.668 2.249 1.336 -0.698
H -2.312 3.341 -1.527 0.375
H -2.826 3.709 -0.084 0.364
H -2.921 1.562 0.843 0.217
H -3.652 1.039 -1.721 0.252
H -2.141 -0.140 -1.690 0.233
H -5.853 -1.114 -1.045 0.236
H -5.533 -2.971 0.787 0.413
H -3.322 -2.895 1.956 0.216
H -1.230 -0.200 1.036 0.454
H 0.801 -0.966 1.221 0.226
H 1.374 1.115 -0.799 0.240
H 0.899 -0.519 -1.264 0.218
H 3.843 1.610 -0.309 0.228
H 6.111 0.772 -0.083 0.221
H 6.558 -1.703 -0.520 0.217
H 4.704 -3.284 -0.583 0.210
H 2.168 -2.350 -0.515 0.213
H 1.112 2.445 0.479 0.515
```

Summary:
SMILES = N[C@@H](Cc1c[nH]cn1)C(=O)N[C@@H](Cc1ccccc1)C(=O)O
Total energy = -27949.3899 eV
Total charge = 0
E_LUMO = 0.468 eV
Kohn-Sham gap = 9.42 eV

***

Which of these has the highest E_LUMO?
C15H18N4O3

***

Among the records above, which one has the lowest total energy?
C34H94N6O11

***

Number 2 is which compound?
C34H94N6O11